Here is C21H30N7O7P2STi as an isolated structure from the Open Molecules 2025 dataset. Energies are from ωB97M-V with the def2-TZVPD basis set.

Structure (XYZ):
```
69
Properties=species:S:1:pos:R:3
Ti 0.052 -1.110 0.284
C 2.939 -2.259 0.784
C 3.034 -0.714 0.782
N 1.765 -0.144 1.277
C 1.709 -0.284 2.758
C 0.312 -0.605 3.246
N -0.378 -1.574 2.364
C -0.175 -3.008 2.627
C 1.220 -3.398 2.190
N 1.524 -2.741 0.890
H 3.508 -2.683 1.610
H 3.372 -2.639 -0.138
H 3.215 -0.342 -0.222
H 3.867 -0.385 1.407
H 1.702 0.859 1.032
H 2.056 0.639 3.224
H 2.408 -1.066 3.047
H -0.298 0.295 3.241
H 0.351 -0.980 4.273
H -1.378 -1.365 2.480
H -0.921 -3.540 2.036
H -0.338 -3.251 3.680
H 1.315 -4.482 2.114
H 1.950 -3.067 2.926
H 1.365 -3.406 0.138
C -0.055 4.000 4.205
C -0.593 4.896 3.296
C -0.541 4.589 1.949
C 0.048 3.395 1.542
N 0.577 2.534 2.414
C 0.517 2.841 3.708
C 0.101 3.039 0.095
C -0.902 3.462 -0.765
C -0.820 3.141 -2.112
C 0.286 2.438 -2.560
C 1.243 2.070 -1.628
N 1.149 2.334 -0.328
H -0.068 4.192 5.268
H -1.038 5.824 3.628
H -0.931 5.284 1.219
H 0.954 2.122 4.395
H -1.758 4.001 -0.387
H -1.607 3.435 -2.793
H 0.407 2.149 -3.593
H 2.123 1.521 -1.945
O -3.240 1.649 0.713
P -2.629 0.247 1.078
O -2.845 -0.191 2.464
O -1.136 0.309 0.638
O -3.335 -0.787 0.044
P -2.426 -1.536 -1.054
O -3.472 -2.585 -1.578
O -1.836 -0.607 -2.019
O -1.337 -2.296 -0.192
H -3.968 1.898 1.297
H -3.101 -3.183 -2.244
C -0.301 0.010 -6.213
C -0.265 -1.049 -5.156
C -0.919 -2.267 -5.304
C -0.813 -3.167 -4.264
N -0.156 -2.893 -3.138
C 0.400 -1.689 -3.091
S 1.381 -1.305 -1.654
N 0.415 -0.773 -4.042
H -0.503 -0.412 -7.195
H 0.642 0.552 -6.234
H -1.096 0.722 -5.980
H -1.469 -2.509 -6.202
H -1.260 -4.154 -4.333
```

As for the total charge: +1. The calculation puts the HOMO energy at -11.25 eV. For the frontier orbital gap, the calculation gives 7.5 eV. The calculation puts the energy relative to the best compared isomer or geometry (same formula, charge and spin) at 5.0 kcal per mole.

Here is C22H47InN5O7 as an isolated structure at a distorted geometry from the Open Molecules 2025 dataset. Energies are from ωB97M-V with the def2-TZVPD basis set.

Structure (XYZ):
```
82
Properties=species:S:1:pos:R:3
C -1.451 -4.005 5.805
C -1.768 -3.156 5.008
C -2.124 -2.150 4.061
In -0.225 -1.183 3.338
C 0.210 0.774 4.328
C -0.148 -1.000 1.071
O 0.446 0.259 0.570
C 1.763 0.267 0.389
C 2.656 -0.286 1.457
O 2.231 0.767 -0.620
H -0.848 -4.664 6.380
H -2.720 -2.566 3.253
H -2.709 -1.386 4.568
H 1.128 -2.282 3.801
H 0.858 1.386 3.704
H 0.731 0.538 5.252
H -0.724 1.289 4.527
H -1.163 -0.981 0.684
H 0.345 -1.853 0.610
H 2.514 -1.356 1.594
H 3.688 -0.090 1.199
H 2.400 0.154 2.417
C -5.234 2.003 0.116
C -3.811 2.080 0.622
O -3.503 2.795 1.562
N -2.887 1.321 -0.018
C -3.082 0.432 -1.150
H -5.849 2.660 0.722
H -5.291 2.326 -0.925
H -5.618 0.986 0.200
H -1.955 1.405 0.365
H -2.784 -0.578 -0.864
H -2.453 0.754 -1.982
H -4.116 0.417 -1.477
C -0.350 4.409 -4.400
C -0.639 3.091 -3.717
O -1.326 2.229 -4.244
N -0.105 2.897 -2.488
C 0.725 3.793 -1.706
H -0.844 4.409 -5.367
H -0.733 5.242 -3.809
H 0.722 4.538 -4.552
H -0.332 1.997 -2.090
H 1.682 3.313 -1.493
H 0.237 4.014 -0.756
H 0.903 4.722 -2.238
C -5.153 -4.790 6.853
C -5.175 -3.283 6.767
O -5.138 -2.697 5.705
N -5.224 -2.588 7.942
C -5.260 -3.109 9.292
H -5.105 -5.187 5.844
H -4.275 -5.130 7.402
H -6.057 -5.164 7.339
H -5.227 -1.589 7.815
H -6.166 -2.770 9.801
H -4.395 -2.751 9.854
H -5.248 -4.193 9.287
C 5.318 3.843 -3.237
C 5.335 2.792 -4.322
O 6.185 2.790 -5.206
N 4.373 1.846 -4.281
C 3.290 1.687 -3.313
H 6.147 4.525 -3.405
H 4.386 4.408 -3.262
H 5.433 3.384 -2.255
H 4.445 1.175 -5.028
H 3.372 0.719 -2.829
H 2.332 1.733 -3.831
H 3.322 2.459 -2.554
C 3.634 -3.561 -5.491
C 3.248 -2.117 -5.705
O 2.217 -1.648 -5.260
N 4.105 -1.338 -6.425
C 5.371 -1.704 -7.032
H 2.856 -4.039 -4.905
H 3.728 -4.082 -6.445
H 4.577 -3.632 -4.947
H 3.784 -0.390 -6.532
H 6.173 -1.089 -6.620
H 5.329 -1.534 -8.110
H 5.599 -2.748 -6.850
```

As for the total charge: -1. The calculation puts the HOMO energy at -4.73 eV. For the frontier orbital gap, the calculation gives 6.9 eV.

Here is a 2-piece molecular cluster, CHClINO overall at a distorted geometry from the Open Molecules 2025 dataset. Energies are from ωB97M-V with the def2-TZVPD basis set.

Structure (XYZ):
```
6
Properties=species:S:1:pos:R:3
O 2.693 -1.087 1.935
C 3.211 -0.682 0.962
N 3.988 -0.311 0.152
Cl 4.024 0.558 -1.280
I -0.117 1.394 0.595
H -1.348 0.480 0.989
```

As for the total charge: 0. The calculation puts the HOMO energy at -10.22 eV. For the frontier orbital gap, the calculation gives 10.2 eV. The calculation puts the energy relative to the best compared isomer or geometry (same formula, charge and spin) at 1.6 kcal per mole. Its SMILES is O=C=NCl.I.

Here is C3H3EuO3 as an isolated structure at a distorted geometry from the Open Molecules 2025 dataset. Energies are from ωB97M-V with the def2-TZVPD basis set.

Structure (XYZ):
```
10
Properties=species:S:1:pos:R:3
O 0.405 0.270 -0.076
C 1.579 -0.448 -0.282
O 2.396 -0.173 0.648
C -1.916 0.433 -0.313
H -1.891 1.506 -0.122
H -2.883 -0.058 -0.396
C -0.816 -0.313 -0.268
O 1.707 -1.180 -1.244
Eu 2.231 1.366 2.352
H -0.811 -1.403 -0.299
```

The spin multiplicity is 9. As for the total charge: 0. The calculation puts the HOMO energy (spin up / spin down) at -5.91 / -9.11 eV. For the frontier orbital gap (spin up / spin down), the calculation gives 5.7 / 8.7 eV. The calculation puts the energy relative to the best compared isomer or geometry (same formula, charge and spin) at 0.0 kcal per mole.

Here is a 2-piece molecular cluster, C4H14NO2 overall at a distorted geometry from the Open Molecules 2025 dataset. Energies are from ωB97M-V with the def2-TZVPD basis set.

Structure (XYZ):
```
21
Properties=species:S:1:pos:R:3
C -0.797 -1.885 1.432
O -1.077 -2.868 2.484
C 0.172 -2.503 0.423
H -1.780 -1.606 0.937
H -0.373 -1.007 1.949
H -1.760 -2.491 3.055
H -0.278 -3.354 -0.104
H 0.470 -1.819 -0.438
H 1.051 -2.882 0.950
C 0.653 2.617 -1.149
O 1.943 3.109 -1.512
C 0.721 1.122 -0.870
N -0.648 0.655 -0.478
H -0.033 2.857 -1.961
H 0.338 3.056 -0.216
H 1.891 4.065 -1.524
H 1.016 0.593 -1.800
H 1.432 0.870 -0.095
H -1.422 0.957 -1.108
H -0.923 0.894 0.503
H -0.598 -0.379 -0.477
```

As for the total charge: +1. The calculation puts the HOMO energy at -14.00 eV. For the frontier orbital gap, the calculation gives 10.2 eV. The calculation puts the energy relative to the best compared isomer or geometry (same formula, charge and spin) at 53.5 kcal per mole.

Here is C28H72F3N6O8Sr as an isolated structure at a distorted geometry from the Open Molecules 2025 dataset. Energies are from ωB97M-V with the def2-TZVPD basis set.

Structure (XYZ):
```
118
Properties=species:S:1:pos:R:3
Sr 5.335 -0.906 -2.628
C -0.944 0.005 0.981
O -0.784 -1.083 1.906
O 0.247 -0.007 0.148
C -2.343 -0.084 0.293
F -3.326 -0.187 1.209
F -2.571 1.085 -0.403
F -2.549 -1.086 -0.582
C -0.375 -0.803 3.216
C -0.449 -2.114 3.933
H -1.363 -2.703 3.858
H 0.203 -2.920 3.597
H -0.378 -1.897 4.998
H -1.126 -0.269 3.798
H 0.542 -0.238 3.383
H -0.997 0.892 1.612
C 5.368 4.629 1.455
C 6.408 3.601 0.890
C 6.808 2.455 1.925
O 6.864 1.137 1.370
C 7.045 0.175 2.390
N 5.892 3.028 -0.259
H 4.366 4.202 1.503
H 5.367 5.512 0.816
H 5.715 4.874 2.459
H 7.296 4.156 0.587
H 6.144 2.386 2.787
H 7.789 2.745 2.302
H 6.462 0.394 3.285
H 8.054 0.345 2.764
H 6.720 -0.808 2.050
H 5.733 3.728 -0.970
H 4.922 2.947 0.008
C -9.378 7.092 1.023
C -8.478 7.674 -0.063
C -8.964 7.714 -1.513
O -9.404 6.431 -2.001
C -8.533 5.380 -2.021
N -8.068 8.968 0.482
H -9.230 7.454 2.040
H -9.449 6.006 0.954
H -10.387 7.418 0.768
H -7.561 7.086 -0.032
H -8.233 8.157 -2.190
H -9.835 8.366 -1.460
H -8.016 5.240 -1.071
H -7.746 5.623 -2.736
H -8.914 4.405 -2.322
H -8.834 9.621 0.392
H -7.370 9.433 -0.080
C 2.317 2.683 -6.627
C 3.007 1.393 -7.093
C 4.436 1.577 -7.331
O 5.310 1.874 -6.152
C 6.622 2.123 -6.545
N 2.892 0.376 -6.087
H 1.238 2.658 -6.480
H 2.551 3.604 -7.162
H 2.778 2.798 -5.646
H 2.590 1.065 -8.045
H 4.630 2.347 -8.078
H 4.828 0.652 -7.755
H 6.681 2.900 -7.307
H 7.033 1.260 -7.067
H 7.326 2.280 -5.727
H 2.502 -0.485 -6.441
H 2.252 0.686 -5.371
C 3.017 -7.295 1.266
C 1.975 -7.070 0.142
C 0.462 -7.432 0.587
O -0.412 -7.292 -0.527
C -1.768 -6.946 -0.276
N 2.080 -5.570 -0.053
H 3.094 -8.361 1.480
H 2.816 -6.831 2.231
H 4.022 -6.949 1.025
H 2.257 -7.650 -0.737
H 0.176 -6.765 1.400
H 0.489 -8.455 0.962
H -2.303 -7.742 0.243
H -2.297 -6.727 -1.203
H -1.809 -6.033 0.318
H 1.639 -5.086 0.716
H 1.383 -5.293 -0.730
C -5.201 1.838 12.197
C -4.665 1.132 10.949
C -4.970 1.948 9.682
O -6.264 2.472 9.666
C -6.712 3.102 8.421
N -3.259 0.989 11.133
H -6.277 2.010 12.239
H -4.606 2.750 12.244
H -4.948 1.191 13.036
H -5.256 0.222 10.853
H -4.766 1.381 8.774
H -4.336 2.815 9.495
H -6.465 2.427 7.601
H -6.415 4.150 8.382
H -7.793 3.191 8.534
H -3.116 1.143 12.121
H -2.915 0.040 11.112
C 5.254 -6.597 -7.317
C 4.235 -5.566 -6.816
C 2.812 -6.179 -6.827
O 1.956 -5.103 -6.564
C 0.562 -5.484 -6.490
N 4.628 -5.099 -5.493
H 5.048 -6.953 -8.326
H 5.229 -7.545 -6.779
H 6.260 -6.182 -7.376
H 4.212 -4.569 -7.256
H 2.615 -7.000 -6.137
H 2.521 -6.602 -7.788
H 0.192 -5.805 -7.463
H 0.078 -4.544 -6.226
H 0.464 -6.275 -5.746
H 4.798 -5.931 -4.947
H 5.607 -4.921 -5.671
```

As for the total charge: +1. The calculation puts the HOMO energy at -8.68 eV. For the frontier orbital gap, the calculation gives 2.3 eV. The calculation puts the energy relative to the best compared isomer or geometry (same formula, charge and spin) at 196.3 kcal per mole.

Here is a 6-piece molecular cluster, C29H57BN2O14PS6 overall at a distorted geometry from the Open Molecules 2025 dataset. Energies are from ωB97M-V with the def2-TZVPD basis set.

Structure (XYZ):
```
110
Properties=species:S:1:pos:R:3
C -5.870 4.659 6.095
C -5.696 5.609 4.912
C -6.288 5.030 3.606
N -5.522 5.431 2.410
N -6.074 6.417 1.714
C -5.418 6.821 0.649
P -6.131 8.203 -0.343
O -5.188 9.446 0.042
O -7.562 8.490 0.297
S -6.127 7.851 -2.198
C -4.198 6.264 0.237
C -3.672 5.242 0.992
C -4.375 4.812 2.126
B -3.723 3.642 3.024
O -4.433 2.525 3.305
O -2.429 3.730 3.436
C -2.043 4.823 4.305
C -0.520 4.860 4.406
H -4.972 4.077 6.287
H -6.750 4.027 6.013
H -6.012 5.260 6.992
H -6.201 6.552 5.099
H -4.646 5.829 4.718
H -6.423 3.954 3.638
H -7.280 5.456 3.501
H -4.987 9.490 0.988
H -7.477 8.881 1.178
H -3.685 6.648 -0.633
H -2.730 4.793 0.705
H -4.040 2.077 4.066
H -2.513 4.651 5.272
H -2.392 5.778 3.902
H -0.137 5.830 4.101
H -0.078 4.123 3.742
H -0.202 4.698 5.432
C -0.794 0.289 -0.970
C -2.214 0.728 -0.577
C -2.068 1.943 0.345
S -0.540 2.747 -0.109
O 0.380 2.657 0.998
O -0.861 4.022 -0.719
C -0.059 1.570 -1.363
H -0.805 -0.424 -1.779
H -0.296 -0.178 -0.116
H -2.768 1.007 -1.476
H -2.770 -0.071 -0.088
H -2.879 2.659 0.226
H -1.980 1.645 1.391
H 1.024 1.469 -1.369
H -0.406 1.945 -2.325
C 2.770 -3.798 -0.592
C 3.292 -4.108 -2.003
C 2.314 -3.463 -3.001
S 1.601 -2.060 -2.150
O 0.187 -2.311 -1.959
O 2.073 -0.827 -2.738
C 2.429 -2.315 -0.593
H 3.505 -4.031 0.175
H 1.871 -4.386 -0.389
H 4.277 -3.679 -2.126
H 3.377 -5.179 -2.179
H 2.819 -3.121 -3.900
H 1.503 -4.141 -3.265
H 1.771 -2.020 0.223
H 3.330 -1.702 -0.589
C 7.329 -7.890 0.053
C 5.839 -7.824 0.412
C 5.515 -6.366 0.762
S 6.682 -5.357 -0.167
O 7.546 -4.676 0.761
O 5.985 -4.634 -1.206
C 7.581 -6.722 -0.895
H 7.593 -8.840 -0.408
H 7.933 -7.774 0.955
H 5.243 -8.138 -0.447
H 5.593 -8.488 1.240
H 4.504 -6.091 0.476
H 5.670 -6.159 1.819
H 8.631 -6.453 -0.987
H 7.154 -6.910 -1.880
C 1.978 -2.380 -8.560
C 3.186 -2.895 -9.354
C 4.259 -3.312 -8.340
S 3.377 -3.792 -6.849
O 3.707 -2.860 -5.798
O 3.488 -5.214 -6.652
C 1.738 -3.405 -7.456
H 1.099 -2.262 -9.191
H 2.212 -1.408 -8.121
H 2.888 -3.759 -9.951
H 3.569 -2.141 -10.040
H 4.848 -4.157 -8.686
H 4.915 -2.483 -8.082
H 1.128 -3.029 -6.637
H 1.310 -4.324 -7.853
C -0.344 -0.117 3.193
C -1.617 -0.946 2.967
C -1.186 -2.399 2.733
S 0.369 -2.609 3.619
O 1.411 -2.850 2.655
O 0.170 -3.480 4.745
C 0.500 -0.915 4.184
H -0.568 0.880 3.572
H 0.197 -0.002 2.250
H -2.252 -0.890 3.855
H -2.200 -0.572 2.124
H -1.908 -3.114 3.120
H -0.996 -2.599 1.679
H 1.547 -0.619 4.200
H 0.082 -0.872 5.189
```

As for the total charge: +1. The calculation puts the HOMO energy at -11.42 eV. For the frontier orbital gap, the calculation gives 6.8 eV.

Here is FHNOS as an isolated structure at a distorted geometry from the Open Molecules 2025 dataset. Energies are from ωB97M-V with the def2-TZVPD basis set.

Structure (XYZ):
```
5
Properties=species:S:1:pos:R:3
N -0.743 -0.555 0.156
O -1.225 -0.819 -0.879
F -1.636 0.565 0.885
S 1.583 0.971 -0.346
H 2.020 -0.162 0.184
```

The spin multiplicity is 3. As for the total charge: -1. The calculation puts the HOMO energy (spin up / spin down) at -1.43 / -4.28 eV. For the frontier orbital gap (spin up / spin down), the calculation gives 5.5 / 6.3 eV. The calculation puts the energy relative to the best compared isomer or geometry (same formula, charge and spin) at 0.0 kcal per mole.